Record 1
Entry from the Open Molecules 2025 dataset: a molecular structure, C22H28F30KN5O26S10 at a distorted geometry (the ωB97M-V functional and the def2-TZVPD basis).

charge = -4
Kohn-Sham gap = 7.828 eV
HOMO energy = -2.1 eV
LUMO level = 0.210 Eh

XYZ file:
```
122
Properties=species:S:1:pos:R:3:mulliken_charge:R:1
K 18.051 25.841 12.190 0.996
C 18.343 29.457 13.132 0.700
F 17.032 29.526 12.989 -0.218
F 18.929 28.710 12.212 -0.248
F 18.842 30.693 13.018 -0.259
S 18.895 28.783 14.810 0.707
O 20.096 29.517 15.007 -0.648
O 17.863 29.012 15.777 -0.516
N 18.999 27.165 14.383 -0.209
S 19.913 26.455 15.464 0.814
O 21.108 25.856 14.953 -0.731
O 20.083 27.221 16.665 -0.681
C 18.762 25.021 15.917 0.644
F 18.643 24.178 14.869 -0.109
F 19.305 24.326 16.924 -0.253
F 17.571 25.484 16.262 -0.113
C 17.754 17.385 12.488 0.689
F 16.518 17.818 12.621 -0.231
F 18.602 18.204 13.080 -0.193
F 17.829 16.191 13.132 -0.290
S 18.205 17.162 10.708 1.045
O 18.309 18.504 10.238 -0.536
O 19.417 16.401 10.581 -0.698
N 16.888 16.328 10.214 -0.420
S 17.195 15.935 8.690 1.046
O 17.572 17.017 7.816 -0.654
O 17.933 14.725 8.495 -0.678
C 15.531 15.523 7.995 0.608
F 15.727 15.244 6.701 -0.238
F 14.990 14.416 8.541 -0.254
F 14.641 16.504 8.082 -0.219
C 20.904 25.832 10.469 0.636
F 22.170 25.792 10.070 -0.246
F 20.477 24.621 10.803 -0.158
F 20.782 26.657 11.495 -0.215
S 19.832 26.310 8.968 0.928
O 20.598 27.338 8.355 -0.631
O 19.629 25.081 8.280 -0.657
N 18.281 26.750 9.628 -0.332
S 17.936 28.043 8.763 0.886
O 18.586 29.273 9.120 -0.639
O 17.843 27.783 7.353 -0.667
C 16.184 28.269 9.310 0.593
F 15.712 29.428 8.851 -0.232
F 15.430 27.272 8.851 -0.193
F 16.100 28.291 10.646 -0.230
C 14.979 25.398 13.524 0.239
F 15.201 26.544 12.868 0.111
F 15.994 25.218 14.380 0.063
F 13.857 25.505 14.211 -0.138
S 14.834 23.932 12.342 0.794
O 14.131 22.943 13.074 -0.611
O 14.162 24.510 11.221 -0.640
N 16.437 23.661 11.999 -0.008
S 16.735 22.125 12.283 0.371
O 16.782 21.727 13.671 -0.286
O 16.041 21.220 11.425 -0.599
C 18.508 21.999 11.776 0.397
F 18.679 22.267 10.493 -0.212
F 19.191 22.922 12.509 -0.218
F 19.024 20.804 12.056 -0.039
C 7.992 25.625 14.747 0.615
F 8.020 26.409 15.817 -0.240
F 7.134 24.604 14.939 -0.241
F 7.498 26.356 13.730 -0.246
S 9.682 24.973 14.305 0.988
O 10.168 24.434 15.536 -0.668
O 9.460 24.079 13.236 -0.589
N 10.470 26.367 14.014 -0.400
S 10.621 26.556 12.434 1.088
O 11.494 25.608 11.807 -0.569
O 9.444 26.846 11.654 -0.657
C 11.663 28.078 12.399 0.571
F 11.828 28.492 11.146 -0.218
F 11.120 29.085 13.122 -0.263
F 12.864 27.851 12.952 -0.102
C 14.859 29.112 15.319 -0.466
O 13.905 28.752 16.289 -0.522
C 14.479 28.010 17.332 -0.076
C 15.510 28.807 18.136 -0.527
O 15.377 28.572 19.545 -0.475
C 16.041 27.418 19.976 -0.126
C 15.251 26.657 21.017 -0.583
O 14.969 27.445 22.156 -0.319
C 14.302 26.738 23.149 -0.740
H 15.514 29.909 15.689 0.462
H 14.358 29.464 14.421 0.229
H 15.494 28.252 15.069 -0.084
H 14.973 27.127 16.896 0.058
H 13.672 27.722 18.002 0.366
H 15.301 29.875 18.009 0.354
H 16.544 28.699 17.797 0.453
H 17.059 27.606 20.339 0.285
H 16.127 26.678 19.163 0.159
H 15.914 25.815 21.299 0.351
H 14.365 26.166 20.596 0.355
H 13.879 25.775 22.851 0.345
H 13.527 27.373 23.589 0.229
H 14.966 26.481 23.998 0.243
C 22.169 18.870 18.940 -0.824
O 20.999 19.296 18.323 -0.225
C 20.775 18.676 17.079 -0.773
C 19.783 19.458 16.256 0.100
O 18.515 19.346 16.830 -0.430
C 17.555 20.082 16.046 0.345
C 16.205 20.078 16.669 -0.561
O 16.216 20.817 17.859 -0.269
C 14.955 20.901 18.476 -0.781
H 22.157 17.792 19.169 0.308
H 22.239 19.407 19.892 0.247
H 23.102 19.106 18.407 0.315
H 20.296 17.702 17.263 0.302
H 21.697 18.569 16.497 0.407
H 19.798 19.024 15.248 0.176
H 20.100 20.512 16.267 0.200
H 17.583 19.778 15.001 0.065
H 17.917 21.120 16.104 -0.065
H 15.839 19.046 16.807 0.279
H 15.539 20.523 15.914 0.408
H 14.160 21.142 17.768 0.337
H 15.046 21.731 19.186 0.214
H 14.753 20.017 19.097 0.260
```

Record 2
Entry from the Open Molecules 2025 dataset: a molecular structure, C38H57As2CsN6S3Si2 (the ωB97M-V functional and the def2-TZVPD basis).

charge = -2
energy above the lowest of the compared OMol25 structures with the same formula, charge and spin = 0.507 eV
Kohn-Sham gap (spin up / spin down) = 2.737 / 2.736 eV
HOMO energy (spin up / spin down) = 0.9 / 0.9 eV
LUMO level (spin up / spin down) = 0.134 / 0.134 Eh

XYZ file:
```
109
Properties=species:S:1:pos:R:3:mulliken_charge:R:1
Cs 0.824 2.017 0.324 1.077
C 2.203 3.407 5.208 -1.863
C 2.101 2.471 4.046 0.906
N 0.899 2.390 3.316 -0.078
N -0.141 3.007 3.872 -0.264
C -1.376 3.007 3.417 -0.256
N -2.258 3.880 4.141 -0.777
S -1.941 2.099 2.071 -0.420
C 3.161 1.709 3.613 0.335
C 4.426 1.601 4.329 -1.280
C 5.408 0.766 3.896 -0.264
C 5.231 -0.011 2.725 -1.027
C 4.021 0.167 2.066 -0.337
N 3.026 0.961 2.428 0.309
H 1.804 4.405 4.963 0.385
H 1.663 3.077 6.115 0.255
H 3.239 3.566 5.499 0.369
H -0.036 3.571 4.714 0.393
H -2.193 4.824 3.764 0.167
H -3.201 3.569 3.942 0.295
H 4.577 2.151 5.250 0.138
H 6.329 0.693 4.470 0.338
H 5.984 -0.686 2.342 0.392
H 3.853 -0.391 1.141 0.335
S 0.947 3.117 -2.758 -0.300
C -0.410 4.032 -3.361 0.100
C -0.230 5.233 -4.073 -0.592
C -1.305 5.972 -4.534 -0.467
C -2.609 5.545 -4.306 -0.756
C -2.813 4.358 -3.616 -0.166
C -1.739 3.604 -3.158 -0.116
As -1.925 1.952 -2.148 0.530
C -3.890 1.843 -1.990 -0.325
C -4.411 2.023 -0.710 -0.566
C -5.783 1.956 -0.492 -0.602
C -6.646 1.706 -1.547 -0.408
C -6.136 1.524 -2.827 -0.666
C -4.768 1.593 -3.045 0.238
C -1.806 0.696 -3.665 0.150
C -2.291 -0.599 -3.497 -0.522
C -2.251 -1.514 -4.540 -0.697
C -1.693 -1.157 -5.760 -0.564
C -1.185 0.124 -5.929 -0.502
C -1.248 1.046 -4.891 -0.173
H 0.783 5.575 -4.244 0.374
H -1.122 6.897 -5.071 0.318
H -3.452 6.128 -4.658 0.371
H -3.825 4.016 -3.428 0.338
H -3.747 2.213 0.128 0.083
H -6.168 2.091 0.512 0.418
H -7.715 1.648 -1.375 0.351
H -6.805 1.327 -3.657 0.371
H -4.376 1.445 -4.046 0.506
H -2.724 -0.893 -2.546 0.456
H -2.655 -2.509 -4.397 0.572
H -1.654 -1.873 -6.573 0.348
H -0.741 0.412 -6.874 0.398
H -0.842 2.041 -5.026 0.397
C 1.406 -4.530 0.438 -0.611
Si 1.023 -4.231 2.260 0.317
C 2.593 -3.553 3.028 -0.710
C 0.608 -5.884 3.069 -1.063
As -0.865 -2.832 2.325 -0.044
Si -0.547 -1.799 4.440 0.351
C -2.081 -0.784 4.792 -0.881
C 0.957 -0.725 4.549 0.108
C -0.478 -3.226 5.681 -1.117
H 2.068 -5.394 0.330 0.418
H 1.928 -3.656 0.038 -0.167
H 0.504 -4.707 -0.152 0.274
H 3.423 -4.227 2.793 0.448
H 2.524 -3.467 4.114 0.307
H 2.851 -2.567 2.635 -0.077
H 1.454 -6.574 2.992 0.328
H -0.256 -6.346 2.586 0.296
H 0.372 -5.755 4.127 0.247
H -2.226 -0.032 4.011 0.081
H -1.960 -0.255 5.743 0.312
H -2.977 -1.407 4.851 0.302
H 0.878 0.136 3.876 -0.746
H 1.896 -1.231 4.325 0.293
H 1.031 -0.318 5.565 0.473
H -1.273 -3.955 5.505 0.284
H -0.599 -2.834 6.695 0.391
H 0.481 -3.748 5.639 0.254
C 0.226 -4.073 -3.674 -1.583
C 0.731 -2.906 -2.845 1.876
N 2.193 -2.941 -2.813 -0.156
C 2.984 -1.917 -2.358 -0.396
S 4.328 -2.252 -1.414 -0.353
N 2.667 -0.668 -2.743 0.143
C 1.970 -0.295 -3.976 0.301
C 2.837 0.619 -4.822 -1.571
H -0.861 -4.061 -3.729 0.298
H 0.530 -5.022 -3.226 0.414
H 0.627 -4.026 -4.688 0.375
H 0.336 -2.979 -1.828 -0.754
H 0.377 -1.962 -3.251 -0.661
H 2.550 -3.813 -2.446 0.439
H 3.300 0.025 -2.370 0.322
H 1.033 0.213 -3.731 -0.060
H 1.735 -1.210 -4.520 0.273
H 2.961 1.582 -4.327 0.305
H 2.355 0.804 -5.783 0.330
H 3.816 0.169 -5.002 0.440
C -0.049 -1.488 1.113 -0.225
H -0.119 -1.878 0.100 -0.340
H 0.994 -1.273 1.356 0.183
H -0.622 -0.564 1.175 0.310
```

no.,energy (hartree)
1,-10662.81576
2,-8076.05718